[1]
43
Properties=species:S:1:pos:R:3 method="wB97M-V/def2-TZVPD" energy_ev=-251105.1247 total_charge=-1
N -1.8632 1.8378 -4.2719
P -1.7362 2.1177 -2.5735
O -0.6770 3.4063 -2.7136
C -0.5465 0.7330 -2.1229
O -0.6058 0.5622 -0.7198
P -1.9856 -0.4991 -0.2656
P -1.4923 0.0825 1.8557
O -0.1755 -0.3407 2.4109
O -2.6783 -0.4582 2.8220
O -1.6868 1.6911 1.9477
O -2.2062 -0.8761 -1.9919
C -0.9916 -0.6506 -2.5899
F -1.0651 -0.8403 -3.9539
H -2.2898 2.6438 -4.7143
H -2.4531 1.0245 -4.4184
H -0.7776 3.9088 -1.8989
H 0.4575 1.0082 -2.4619
H -2.8324 0.6508 -0.3429
H -3.1182 -1.2926 0.1191
H -1.1092 -1.6240 -0.1477
H -2.2936 -0.5931 3.6980
H -1.2636 2.0758 1.1673
H -0.2445 -1.3683 -2.2141
C -6.2985 -2.8300 -1.2249
Cl -7.6256 -1.8187 -1.8328
Cl -6.8176 -4.5306 -1.2608
Cl -4.8864 -2.6219 -2.2473
Cl -5.9276 -2.3703 0.4306
C 3.4347 0.0837 0.1305
Cl 2.2351 0.8621 1.1318
Cl 2.6491 -0.9192 -1.0891
Cl 4.4597 1.2945 -0.6703
Cl 4.4653 -0.9447 1.1507
C 2.4552 -3.7477 3.8753
Cl 1.3101 -2.6176 3.1915
Cl 1.8210 -4.4013 5.4024
Cl 2.7431 -5.0918 2.7549
Cl 4.0010 -2.9429 4.2067
C 7.1199 3.8733 1.8876
Cl 5.9130 4.9412 1.1637
Cl 6.4916 2.2346 1.9482
Cl 8.5953 3.9101 0.9086
Cl 7.4960 4.4380 3.5231

=====

[2]
21
Properties=species:S:1:pos:R:3 method="wB97M-V/def2-TZVPD" energy_ev=-23877.0953
O 2.3327 -3.2809 -0.6167
N 1.3965 -2.7144 -1.2154
O 0.9943 -3.0418 -2.3627
C 0.7135 -1.5810 -0.6047
C -0.2163 -0.7593 -1.2982
C -0.8087 0.3548 -0.7035
N -1.6872 1.1418 -1.5242
O -2.0351 0.7618 -2.6596
O -2.1356 2.2325 -1.0459
C -0.5687 0.6034 0.6982
N 0.5167 -0.0479 1.2521
N 0.9105 0.1420 2.5617
N 1.5580 -0.9444 2.8714
N 1.6337 -1.8256 1.8221
C 1.0343 -1.2276 0.7643
H -0.5110 -1.1214 -2.2690
H -1.4697 0.8529 1.3962
N -0.4501 2.4361 0.8065
H -1.1392 2.5815 0.0328
H 0.5064 2.3725 0.5020
H -0.5748 3.0651 1.5925

=====

[3]
8
Properties=species:S:1:pos:R:3 method="wB97M-V/def2-TZVPD" energy_ev=-9289.2087
C 0.7928 0.7487 -0.0355
C 0.7013 -0.6990 -0.0309
N -0.3058 1.3679 0.0247
N -0.5329 -1.0734 0.0315
N -1.3116 -0.0922 0.2309
F -2.5890 -0.1089 -0.1694
H 1.7396 1.2587 -0.0636
H 1.5056 -1.4019 0.0123

=====

[4]
14
Properties=species:S:1:pos:R:3 method="wB97M-V/def2-TZVPD" energy_ev=-7359.1333 smiles="C=COC(=C)C"
C -0.8284 -1.1659 -0.3806
C -0.3927 -0.2216 0.8463
C -0.8223 -0.1454 2.1941
C 1.2186 0.6757 -0.4661
C 1.0091 1.1924 -1.7165
H -1.6419 -1.8507 0.0397
H -1.2999 -0.5371 -1.1759
H -0.0420 -1.7360 -0.7183
H -0.3909 0.7240 2.7306
H -1.4029 -0.8749 2.7347
H 2.0549 0.1592 -0.3405
H 0.4062 2.0768 -1.9135
H 1.6872 0.8646 -2.4323
O 0.4451 0.8389 0.5983